# 1
ORCA calculation (the ωB97M-V functional and the def2-TZVPD basis) on a 5-piece molecular cluster, C28H57FO16 overall in a non-equilibrium geometry.

```
102
Properties=species:S:1:pos:R:3:mulliken_charge:R:1
O 0.573 -4.410 -1.498 -0.505
C -0.368 -3.654 -1.196 0.598
O -0.244 -2.228 -1.287 -0.110
C -1.550 -1.712 -1.056 0.456
O -1.953 -0.524 -1.191 -0.495
C -2.623 -2.828 -0.622 0.329
F -3.981 -2.636 -0.275 -0.237
C -1.856 -4.025 -0.724 0.122
O -2.411 -5.309 -0.469 -0.521
H -2.973 -5.529 -1.249 0.318
C 5.956 1.759 -4.507 -0.847
O 4.771 1.163 -4.013 -0.249
C 3.877 0.754 -5.041 -0.604
C 3.256 -0.606 -4.721 -0.082
O 4.150 -1.716 -4.819 -0.479
C 5.197 -1.798 -3.852 -0.307
C 4.733 -2.089 -2.424 -0.475
O 4.082 -0.957 -1.859 -0.331
C 2.934 -1.293 -1.101 -0.782
H 5.756 2.777 -4.844 0.314
H 6.685 1.787 -3.693 0.231
H 6.389 1.165 -5.321 0.385
H 4.385 0.695 -6.010 0.352
H 3.084 1.507 -5.102 0.384
H 2.478 -0.794 -5.468 0.417
H 2.751 -0.599 -3.755 -0.054
H 5.834 -0.917 -3.891 0.078
H 5.820 -2.641 -4.170 0.427
H 5.608 -2.305 -1.800 0.387
H 4.077 -2.970 -2.427 0.289
H 2.304 -2.014 -1.633 0.369
H 2.349 -0.383 -0.953 0.162
H 3.228 -1.692 -0.127 0.455
C -2.817 4.576 3.963 -0.604
O -2.587 3.681 2.890 -0.245
C -3.528 3.819 1.832 -0.583
C -2.841 3.724 0.470 -0.129
O -2.028 4.849 0.124 -0.486
C -0.835 5.047 0.881 -0.160
C 0.250 3.990 0.664 -0.578
O -0.116 2.754 1.265 -0.300
C 0.207 1.628 0.469 -0.990
H -3.659 4.233 4.566 0.323
H -1.917 4.598 4.584 -0.022
H -2.994 5.595 3.600 0.388
H -4.063 4.773 1.897 0.343
H -4.249 3.001 1.929 0.396
H -3.627 3.691 -0.291 0.425
H -2.282 2.795 0.365 -0.052
H -1.059 5.174 1.939 -0.029
H -0.429 6.005 0.537 0.432
H 1.176 4.324 1.145 0.384
H 0.434 3.875 -0.412 0.333
H -0.092 1.780 -0.573 0.437
H -0.350 0.772 0.855 0.316
H 1.278 1.416 0.531 0.397
C 1.461 2.447 8.624 -0.815
O 1.840 3.658 7.996 -0.277
C 1.262 3.828 6.708 -0.529
C 0.801 5.270 6.497 -0.321
O -0.350 5.652 7.256 -0.416
C -0.189 5.743 8.671 -0.302
C 0.710 6.886 9.145 -0.555
O 2.075 6.618 8.846 -0.289
C 2.780 7.755 8.382 -0.819
H 2.003 1.608 8.185 0.325
H 1.713 2.522 9.685 0.235
H 0.379 2.283 8.550 0.369
H 0.409 3.156 6.562 0.308
H 2.033 3.585 5.970 0.412
H 0.504 5.369 5.448 0.423
H 1.615 5.979 6.647 0.083
H 0.126 4.789 9.090 0.087
H -1.193 5.934 9.065 0.415
H 0.628 6.977 10.234 0.401
H 0.376 7.826 8.687 0.338
H 2.204 8.298 7.625 0.379
H 3.705 7.411 7.916 0.232
H 3.025 8.415 9.218 0.316
C -5.315 -5.506 -6.771 -0.813
O -4.010 -6.046 -6.673 -0.278
C -3.101 -5.196 -5.985 -0.561
C -2.198 -6.000 -5.049 -0.324
O -2.848 -6.531 -3.891 -0.326
C -3.809 -7.566 -4.103 -0.287
C -3.228 -8.895 -4.590 -0.617
O -2.797 -8.797 -5.942 -0.285
C -1.570 -9.461 -6.188 -0.827
H -5.346 -4.727 -7.535 0.321
H -5.995 -6.314 -7.055 0.233
H -5.655 -5.110 -5.807 0.366
H -3.631 -4.435 -5.402 0.331
H -2.485 -4.698 -6.740 0.398
H -1.434 -5.316 -4.665 0.434
H -1.660 -6.782 -5.584 0.060
H -4.615 -7.225 -4.749 0.111
H -4.259 -7.749 -3.121 0.389
H -4.009 -9.662 -4.552 0.400
H -2.405 -9.197 -3.928 0.350
H -0.830 -9.227 -5.415 0.385
H -1.179 -9.103 -7.143 0.236
H -1.729 -10.540 -6.248 0.316
```

Its SMILES is O=C1OC(=O)C(F)=C1O.COCCOCCOC.COCCOCCOC.COCCOCCOC.COCCOCCOC. Its spin multiplicity is 1. Its net charge is 0. Its HOMO-LUMO gap is 0.2737 Eh. The HOMO energy is -8.9 eV.

***

# 2
ORCA calculation (the ωB97M-V functional and the def2-TZVPD basis) on a 3-piece molecular cluster, C28H58BN3O6 overall in a non-equilibrium geometry.

```
96
Properties=species:S:1:pos:R:3:mulliken_charge:R:1
C 10.258 4.189 0.843 -1.303
C 8.854 3.591 0.652 0.298
C 8.755 2.667 -0.581 -0.767
C 7.760 3.072 -1.637 0.514
O 7.917 2.892 -2.810 -0.610
O 6.669 3.681 -1.131 -0.162
C 5.437 3.587 -1.897 -0.547
C 4.575 2.476 -1.308 -0.894
C 4.080 2.690 0.134 -0.220
C 2.569 2.933 0.208 -0.364
N 2.010 2.898 1.569 -0.685
B 4.793 5.059 -1.953 0.985
O 4.889 5.771 -3.122 -0.532
O 4.131 5.642 -0.899 -0.624
C 4.916 6.268 0.119 0.513
C 5.218 7.740 -0.200 -1.177
H 10.467 4.360 1.901 0.335
H 10.353 5.148 0.328 0.320
H 11.033 3.525 0.456 0.352
H 8.133 4.404 0.570 -0.189
H 8.593 3.018 1.544 0.344
H 8.542 1.635 -0.295 0.230
H 9.715 2.658 -1.104 0.419
H 5.657 3.319 -2.934 0.349
H 3.724 2.315 -1.981 0.511
H 5.174 1.558 -1.341 0.246
H 4.283 1.804 0.743 0.452
H 4.576 3.559 0.577 0.062
H 2.321 3.909 -0.221 0.203
H 2.043 2.182 -0.392 0.158
H 2.007 1.928 1.873 0.282
H 2.659 3.388 2.178 0.267
H 5.663 5.520 -3.646 0.336
H 5.845 5.715 0.298 -0.383
H 4.335 6.197 1.043 0.335
H 4.865 7.966 -1.207 0.293
H 4.702 8.401 0.498 0.313
H 6.290 7.939 -0.149 0.327
C 0.004 -1.252 -2.969 -1.650
C 0.568 -1.636 -1.580 1.843
C 0.245 -3.094 -1.213 -1.466
C -1.181 -3.338 -0.727 -0.434
C -1.531 -2.367 0.396 -1.150
C -1.345 -0.908 -0.013 1.912
N 0.057 -0.707 -0.517 0.670
O 0.890 -0.580 0.450 -0.637
C -2.407 -0.532 -1.057 -2.134
C -1.568 0.016 1.179 -1.904
C 2.084 -1.495 -1.674 -2.034
H -0.867 -0.610 -2.918 0.358
H 0.750 -0.695 -3.536 0.463
H -0.264 -2.136 -3.548 0.285
H 0.934 -3.411 -0.424 0.353
H 0.462 -3.717 -2.083 0.427
H -1.894 -3.255 -1.551 0.269
H -1.265 -4.362 -0.357 0.391
H -2.567 -2.514 0.715 0.247
H -0.901 -2.584 1.265 0.390
H -2.243 0.480 -1.430 0.416
H -3.387 -0.562 -0.578 0.431
H -2.453 -1.212 -1.903 0.447
H -0.932 -0.246 2.021 0.384
H -2.608 -0.068 1.495 0.415
H -1.369 1.055 0.911 0.446
H 2.371 -0.453 -1.824 0.428
H 2.427 -2.075 -2.533 0.433
H 2.589 -1.864 -0.784 0.402
C -8.074 -1.835 1.234 -1.626
C -7.501 -2.979 0.364 1.710
C -8.523 -4.107 0.153 -1.401
C -8.691 -5.061 1.333 -0.458
C -7.334 -5.589 1.786 -1.287
C -6.357 -4.465 2.134 1.774
N -6.238 -3.529 0.963 0.577
O -5.448 -3.998 0.067 -0.613
C -6.825 -3.756 3.412 -2.027
C -4.976 -5.034 2.436 -1.832
C -7.179 -2.370 -0.997 -1.880
H -7.678 -1.817 2.242 0.368
H -7.818 -0.868 0.799 0.458
H -9.161 -1.892 1.301 0.287
H -8.212 -4.694 -0.717 0.381
H -9.481 -3.652 -0.107 0.425
H -9.216 -4.570 2.157 0.276
H -9.322 -5.897 1.027 0.401
H -7.442 -6.236 2.659 0.398
H -6.903 -6.202 0.988 0.363
H -6.192 -2.895 3.633 0.394
H -6.745 -4.454 4.246 0.450
H -7.859 -3.424 3.379 0.433
H -4.603 -5.651 1.622 0.375
H -5.038 -5.651 3.333 0.455
H -4.257 -4.234 2.617 0.405
H -6.375 -1.638 -0.917 0.376
H -8.074 -1.863 -1.361 0.441
H -6.886 -3.121 -1.726 0.387
```

Its spin multiplicity is 3. Its net charge is 0. Its HOMO-LUMO gap (alpha / beta) is 0.3226 / 0.3396 Eh. The HOMO energy (alpha / beta) is -8.1 / -8.9 eV.

***

E: -65427.4155 -47407.5172 (eV)